Entry 1:
{"formula": "C36H30BIrN9OPSe", "method": "wB97M-V/def2-TZVPD", "symbols": ["Ir", "C", "C", "N", "N", "C", "B", "N", "C", "C", "C", "N", "N", "C", "C", "C", "N", "N", "C", "C", "C", "N", "H", "H", "H", "H", "H", "H", "H", "H", "H", "H", "H", "H", "O", "C", "C", "C", "C", "C", "C", "C", "P", "C", "C", "C", "C", "C", "C", "C", "C", "C", "C", "C", "C", "H", "H", "H", "H", "H", "H", "H", "H", "H", "H", "H", "H", "H", "H", "Se", "C", "C", "C", "N", "C", "C", "H", "H", "H", "H"], "xyz": [[0.568, -0.143, -0.658], [-2.354, 0.304, -3.756], [-1.414, 0.844, -2.893], [-1.126, -0.031, -1.922], [-1.852, -1.139, -2.162], [-2.600, -0.963, -3.257], [-1.726, -2.390, -1.251], [-1.817, -1.900, 0.224], [-2.716, -2.142, 1.191], [-2.276, -1.550, 2.358], [-1.071, -0.956, 2.008], [-0.780, -1.180, 0.731], [-0.316, -2.963, -1.481], [0.101, -4.241, -1.483], [1.476, -4.260, -1.567], [1.833, -2.916, -1.579], [0.756, -2.139, -1.515], [-2.790, -3.379, -1.655], [-2.771, -4.246, -2.706], [-4.039, -4.734, -2.873], [-4.793, -4.087, -1.876], [-4.048, -3.267, -1.160], [-2.797, 0.768, -4.619], [-0.965, 1.823, -2.904], [-3.272, -1.736, -3.591], [-3.605, -2.703, 0.965], [-2.759, -1.555, 3.319], [-0.384, -0.405, 2.623], [-0.606, -5.051, -1.434], [2.123, -5.116, -1.617], [2.813, -2.472, -1.666], [-1.874, -4.430, -3.271], [-4.373, -5.449, -3.604], [-5.844, -4.186, -1.655], [1.806, 0.609, -3.163], [1.409, 1.084, -2.122], [1.410, 2.571, -1.923], [1.832, 3.416, -2.948], [1.729, 4.785, -2.779], [1.200, 5.312, -1.601], [0.785, 4.475, -0.580], [0.894, 3.097, -0.747], [0.388, 1.879, 0.483], [-1.262, 2.386, 1.048], [-1.428, 3.217, 2.156], [-2.697, 3.631, 2.532], [-3.807, 3.219, 1.810], [-3.648, 2.393, 0.706], [-2.383, 1.975, 0.328], [1.487, 2.206, 1.898], [2.643, 2.964, 1.714], [3.512, 3.193, 2.772], [3.238, 2.669, 4.025], [2.086, 1.918, 4.221], [1.220, 1.686, 3.166], [2.225, 2.984, -3.858], [2.051, 5.452, -3.567], [1.107, 6.384, -1.487], [0.373, 4.889, 0.332], [-0.572, 3.551, 2.726], [-2.817, 4.275, 3.393], [-4.796, 3.540, 2.109], [-4.511, 2.064, 0.144], [-2.273, 1.316, -0.519], [2.882, 3.375, 0.742], [4.405, 3.780, 2.610], [3.914, 2.851, 4.850], [1.855, 1.518, 5.199], [0.317, 1.126, 3.359], [2.864, -0.105, 0.012], [3.376, -1.666, 0.999], [4.447, -2.446, 0.590], [4.803, -3.526, 1.385], [4.175, -3.850, 2.513], [3.159, -3.084, 2.894], [2.717, -1.981, 2.177], [5.003, -2.228, -0.313], [5.634, -4.160, 1.097], [2.665, -3.364, 3.818], [1.881, -1.392, 2.532]], "forces_ev_per_a": [[0.4, 1.1, 0.0], [0.0, 0.0, 0.0], [-0.1, 0.1, 0.1], [0.3, 0.0, -0.1], [0.0, 0.0, 0.1], [-0.1, 0.1, 0.0], [-0.1, 0.2, 0.0], [0.1, -0.3, -0.1], [0.0, 0.1, 0.0], [0.0, 0.0, 0.0], [0.2, -0.1, 0.1], [-0.2, -0.1, -0.2], [0.0, -0.1, 0.3], [0.0, 0.0, 0.0], [0.0, 0.0, 0.0], [0.2, 0.2, -0.2], [0.0, 0.2, 0.1], [0.1, -0.1, 0.1], [0.0, 0.0, 0.0], [0.0, 0.0, 0.0], [0.0, 0.0, 0.0], [0.0, 0.0, 0.0], [0.0, 0.0, 0.0], [0.0, 0.0, 0.0], [0.0, 0.0, 0.0], [0.0, 0.0, 0.0], [0.0, 0.0, 0.0], [0.0, 0.0, 0.0], [0.0, 0.0, 0.0], [0.0, 0.0, 0.0], [-0.1, 0.0, 0.0], [0.0, 0.0, 0.0], [0.0, 0.0, 0.0], [0.0, 0.0, 0.0], [-0.2, 0.3, 0.6], [0.3, -1.2, -0.7], [-0.2, 0.0, 0.0], [0.1, 0.0, 0.1], [0.0, 0.0, 0.0], [0.0, 0.0, 0.0], [0.0, 0.0, 0.0], [0.0, 0.0, -0.1], [-0.5, 0.1, -0.2], [0.1, -0.1, 0.0], [0.0, 0.1, 0.0], [0.0, 0.0, 0.0], [0.0, 0.0, 0.0], [0.0, 0.0, 0.0], [0.0, 0.0, 0.1], [0.1, -0.1, 0.0], [0.0, -0.1, 0.0], [0.0, 0.0, 0.0], [0.0, 0.0, 0.0], [0.0, 0.0, 0.0], [0.0, 0.0, 0.0], [0.0, 0.0, 0.0], [0.0, 0.0, 0.0], [0.0, 0.0, 0.0], [0.0, 0.0, 0.0], [0.0, 0.0, 0.0], [0.0, 0.0, 0.0], [0.0, 0.0, 0.0], [0.0, 0.0, 0.0], [0.0, 0.0, 0.0], [0.0, 0.0, 0.0], [0.0, 0.0, 0.0], [0.0, 0.0, 0.0], [0.0, 0.0, 0.0], [0.0, 0.1, 0.0], [-0.1, -0.3, 0.2], [-0.2, 0.0, 0.0], [0.1, 0.1, 0.0], [0.0, 0.0, 0.0], [0.0, 0.0, 0.0], [0.0, 0.0, 0.0], [-0.1, 0.0, 0.0], [0.0, 0.0, 0.0], [0.0, 0.0, 0.0], [0.0, 0.0, 0.0], [0.0, 0.0, 0.0]], "spin_multiplicity": 2, "e_above_lowest_kcal_mol": 6.4, "s2": 0.757, "charge": 1, "homo_ev": [-11.260, -11.309]}

Entry 2:
{"formula": "C36H30Cl2N11O9Pb", "method": "wB97M-V/def2-TZVPD", "symbols": ["Pb", "Cl", "C", "C", "C", "N", "C", "O", "C", "C", "C", "C", "C", "N", "C", "C", "C", "Cl", "N", "C", "O", "C", "C", "C", "C", "C", "N", "H", "H", "H", "H", "H", "H", "H", "H", "H", "H", "O", "N", "C", "C", "C", "C", "C", "H", "H", "H", "H", "H", "O", "C", "O", "C", "C", "C", "C", "C", "C", "N", "O", "O", "N", "O", "O", "H", "H", "H", "C", "N", "C", "N", "C", "N", "C", "N", "C", "C", "H", "H", "H", "H", "H", "H", "H", "H", "H", "H", "H", "H"], "xyz": [[-0.453, -0.677, 0.928], [-6.439, 1.339, 3.029], [-4.990, 0.375, 3.225], [-4.587, -0.380, 2.148], [-3.349, -1.037, 2.135], [-2.771, -1.554, 1.031], [-3.434, -1.954, -0.101], [-4.629, -1.923, -0.359], [-2.483, -2.487, -1.165], [-3.067, -3.045, -2.278], [-2.220, -3.700, -3.177], [-0.862, -3.678, -2.946], [-0.361, -3.030, -1.839], [-1.166, -2.424, -0.941], [-2.548, -0.972, 3.365], [-3.052, -0.264, 4.464], [-4.206, 0.441, 4.407], [-4.720, 1.362, 5.777], [-1.289, -1.459, 3.307], [-0.424, -1.555, 4.380], [-0.693, -1.467, 5.564], [0.992, -1.892, 3.999], [1.861, -2.192, 5.042], [3.147, -2.608, 4.745], [3.529, -2.708, 3.430], [2.613, -2.334, 2.455], [1.363, -1.941, 2.708], [-5.217, -0.446, 1.292], [-4.131, -2.932, -2.366], [-2.624, -4.196, -4.052], [-0.168, -4.143, -3.624], [0.690, -2.960, -1.624], [-2.495, -0.277, 5.407], [1.536, -2.021, 6.052], [3.801, -2.916, 5.535], [4.516, -3.034, 3.119], [2.866, -2.298, 1.420], [-1.022, 2.032, 2.455], [0.178, 2.329, 2.804], [0.761, 1.697, 3.875], [2.065, 2.000, 4.210], [2.770, 2.991, 3.535], [2.148, 3.658, 2.525], [0.862, 3.324, 2.173], [0.201, 0.936, 4.357], [2.460, 1.457, 5.043], [3.778, 3.216, 3.819], [2.603, 4.440, 1.951], [0.280, 3.762, 1.380], [1.894, 1.020, -0.434], [2.041, -0.105, -0.921], [1.448, -1.133, -0.593], [3.050, -0.286, -2.025], [3.924, 0.708, -2.387], [4.869, 0.482, -3.383], [5.008, -0.737, -4.027], [4.105, -1.715, -3.674], [3.125, -1.505, -2.699], [4.178, -3.043, -4.291], [3.265, -3.817, -4.085], [5.204, -3.304, -4.896], [5.788, 1.542, -3.780], [6.555, 1.302, -4.690], [5.700, 2.610, -3.211], [3.895, 1.672, -1.857], [5.756, -0.865, -4.784], [2.469, -2.320, -2.432], [-1.016, 0.673, -2.493], [-1.438, 1.607, -3.512], [-0.942, 2.935, -3.121], [-1.490, 3.350, -1.836], [-1.094, 2.377, -0.840], [-1.569, 1.003, -1.133], [-3.044, 1.107, -1.269], [-3.480, 2.054, -2.293], [-2.935, 1.682, -3.567], [-2.947, 3.370, -1.915], [0.054, 0.716, -2.373], [-1.368, -0.329, -2.762], [-1.287, 3.669, -3.853], [0.133, 2.958, -3.105], [-1.497, 2.637, 0.133], [0.019, 2.380, -0.732], [-3.474, 1.435, -0.288], [-3.387, 0.110, -1.548], [-3.168, 2.396, -4.351], [-3.312, 0.714, -3.931], [-3.396, 3.709, -0.961], [-3.253, 4.088, -2.696]], "forces_ev_per_a": [[0.1, 0.2, -0.1], [0.5, -0.4, 0.3], [-0.4, 0.3, -0.6], [-0.4, 0.2, 0.7], [0.3, 0.3, 0.0], [-0.1, -0.6, 0.1], [0.3, 0.7, 0.1], [0.1, -0.1, 0.5], [-0.1, 0.4, 0.8], [0.9, -0.4, -0.5], [-0.9, 0.4, 0.0], [0.3, -0.2, -0.2], [-0.7, 0.7, 0.8], [0.2, -0.6, -0.5], [1.1, -0.2, -0.5], [0.2, 0.1, 1.4], [-0.5, 0.0, -0.1], [0.0, -0.1, -0.2], [-0.2, -0.1, -0.1], [-0.7, 0.1, -0.7], [-0.2, 0.1, 0.3], [0.3, -0.2, -0.1], [0.1, 0.4, -0.3], [-0.3, -0.3, 0.2], [0.1, 0.1, -0.7], [-0.4, 0.4, 0.1], [0.0, -0.2, 0.6], [-0.2, 0.1, -0.5], [-0.3, -0.3, -0.2], [0.0, 0.0, 0.0], [0.1, -0.2, -0.1], [0.1, 0.0, 0.0], [-0.1, 0.1, -0.6], [-0.2, -0.3, 0.2], [0.4, 0.1, 0.3], [-0.1, 0.0, 0.2], [0.3, -0.2, -0.6], [-0.2, -0.3, -0.3], [0.5, 0.2, 0.9], [0.8, 0.8, -1.3], [-0.6, 0.2, -0.1], [0.3, -0.7, 0.8], [-0.7, 0.2, -0.7], [-0.8, -0.7, 0.0], [-0.6, -0.3, 0.2], [0.4, -0.1, 0.3], [0.3, 0.1, 0.1], [0.3, 0.2, -0.1], [0.1, 0.2, -0.1], [-0.1, 0.6, 0.2], [1.1, 1.6, -0.3], [-1.1, -2.2, 0.7], [0.1, -0.9, -0.7], [0.6, 1.3, 0.2], [-0.3, -0.6, 0.3], [-0.3, 0.3, 0.1], [-0.8, 0.2, 0.7], [0.5, -0.1, -0.2], [0.8, -0.2, 0.2], [0.0, 0.0, -0.2], [-0.5, 0.0, -0.1], [0.1, 0.6, -0.3], [0.1, 0.0, 0.1], [0.0, 0.0, 0.1], [0.0, -0.5, -0.4], [0.2, -0.2, -0.1], [0.0, 0.1, 0.0], [-0.9, -0.4, 0.6], [-0.1, 0.4, -0.2], [-1.2, 0.3, -0.5], [0.1, 0.1, 0.4], [1.1, -0.1, 0.9], [0.0, 0.6, -0.8], [-0.1, -0.3, 0.5], [-0.3, 0.3, 0.7], [1.4, -0.7, -0.6], [-0.4, 0.5, -0.5], [0.5, -0.2, -0.2], [0.2, 0.0, 0.0], [0.1, -0.1, -0.2], [0.5, -0.2, 0.2], [-0.2, 0.2, 0.2], [-0.8, -0.2, -0.3], [0.3, -0.4, -0.7], [-0.3, 0.1, 0.1], [-0.2, 0.4, 0.1], [0.0, 0.1, 0.5], [0.4, -0.3, -0.4], [0.2, -0.2, 0.3]], "spin_multiplicity": 2, "e_above_lowest_kcal_mol": 0.0, "s2": 0.771, "homo_ev": [-7.933, -8.766]}

Entry 3:
{"formula": "C36H30IN10O6STi", "method": "wB97M-V/def2-TZVPD", "symbols": ["Ti", "N", "C", "N", "C", "N", "N", "C", "N", "C", "C", "C", "C", "C", "N", "H", "H", "H", "H", "H", "H", "H", "H", "C", "C", "C", "C", "C", "C", "C", "S", "O", "O", "N", "C", "C", "C", "C", "C", "C", "C", "C", "N", "C", "H", "H", "H", "H", "H", "H", "H", "H", "H", "H", "H", "H", "H", "I", "C", "C", "C", "C", "C", "C", "C", "O", "O", "H", "H", "H", "H", "C", "N", "C", "C", "C", "O", "N", "C", "O", "H", "H", "H", "H", "H"], "xyz": [[-0.037, -0.162, 0.211], [1.066, 2.952, 0.941], [-0.074, 2.630, 1.614], [-0.607, 3.583, 2.369], [-1.792, 3.260, 2.912], [-2.419, 4.255, 3.614], [-2.408, 2.101, 2.822], [-1.771, 1.168, 2.097], [-0.606, 1.416, 1.424], [-2.231, -0.171, 2.063], [-3.400, -0.578, 2.726], [-3.763, -1.894, 2.722], [-2.927, -2.821, 2.047], [-1.812, -2.362, 1.405], [-1.436, -1.064, 1.370], [1.606, 3.684, 1.371], [1.587, 2.161, 0.607], [-1.827, 5.014, 3.900], [-3.116, 3.937, 4.264], [-3.978, 0.184, 3.229], [-4.658, -2.232, 3.229], [-3.161, -3.877, 2.027], [-1.166, -3.067, 0.901], [3.192, -5.197, 5.638], [2.872, -3.881, 4.978], [3.293, -2.682, 5.546], [2.968, -1.468, 4.961], [2.219, -1.459, 3.799], [1.789, -2.640, 3.213], [2.123, -3.847, 3.804], [1.599, 0.074, 3.117], [0.258, 0.106, 3.632], [2.481, 1.146, 3.523], [1.590, -0.108, 1.510], [2.824, -0.215, 0.878], [4.058, -0.418, 1.488], [5.216, -0.556, 0.717], [5.180, -0.508, -0.653], [3.957, -0.286, -1.312], [3.823, -0.224, -2.717], [2.582, 0.024, -3.252], [1.483, 0.215, -2.417], [1.559, 0.155, -1.089], [2.783, -0.109, -0.541], [4.148, -5.157, 6.161], [3.226, -6.002, 4.905], [2.421, -5.445, 6.372], [3.882, -2.701, 6.456], [3.286, -0.525, 5.390], [1.211, -2.590, 2.296], [1.796, -4.776, 3.351], [4.123, -0.468, 2.563], [6.164, -0.715, 1.218], [6.084, -0.629, -1.239], [4.691, -0.373, -3.346], [2.447, 0.084, -4.324], [0.504, 0.436, -2.822], [-3.102, 5.661, -5.843], [-2.746, 4.303, -4.262], [-3.824, 3.711, -3.626], [-3.582, 2.815, -2.595], [-2.282, 2.513, -2.215], [-1.216, 3.128, -2.862], [-1.440, 4.031, -3.892], [-2.037, 1.507, -1.110], [-2.956, 1.161, -0.389], [-0.809, 1.115, -1.031], [-4.836, 3.943, -3.930], [-4.394, 2.330, -2.069], [-0.210, 2.896, -2.539], [-0.612, 4.511, -4.396], [-2.464, -2.962, -4.285], [-1.510, -2.757, -3.210], [-0.489, -3.630, -3.025], [0.377, -3.510, -2.001], [0.166, -2.410, -1.096], [0.843, -2.217, -0.054], [-0.805, -1.510, -1.336], [-1.667, -1.609, -2.375], [-2.535, -0.804, -2.662], [-2.782, -4.004, -4.310], [-2.039, -2.690, -5.254], [-3.316, -2.318, -4.089], [-0.416, -4.425, -3.757], [1.199, -4.192, -1.849]], "forces_ev_per_a": [[-0.7, -1.1, -0.1], [-0.1, -0.2, 0.0], [-0.3, 0.1, -0.2], [0.0, 0.1, 0.0], [0.1, -0.1, -0.1], [0.0, 0.0, 0.0], [-0.2, 0.0, 0.1], [0.2, 0.1, 0.3], [-0.6, 0.8, 0.9], [0.0, 0.0, 0.2], [-0.1, 0.0, 0.0], [0.0, 0.1, 0.0], [0.1, 0.0, -0.1], [-0.2, -0.3, 0.1], [-0.8, 0.2, 0.7], [0.0, 0.0, 0.0], [0.2, -0.1, -0.1], [0.0, 0.0, 0.0], [0.0, 0.0, 0.0], [0.0, 0.0, 0.0], [0.0, 0.0, 0.0], [0.0, 0.0, 0.0], [0.1, 0.1, 0.0], [-0.1, 0.1, 0.0], [0.0, -0.1, 0.0], [0.0, 0.0, 0.0], [0.0, 0.1, 0.0], [-0.1, 0.0, -0.3], [0.0, 0.0, 0.0], [0.0, 0.1, 0.0], [-0.1, 0.0, 0.7], [0.1, 0.0, -0.2], [0.1, -0.2, -0.1], [1.2, 0.0, 0.7], [0.3, -0.1, 0.5], [-0.4, 0.1, -0.2], [0.1, 0.0, -0.3], [0.2, 0.0, 0.1], [-0.2, 0.1, 0.1], [-0.4, 0.1, 0.0], [0.7, -0.1, -0.2], [-0.4, 0.2, 0.6], [1.6, 0.1, -1.1], [0.2, -0.1, 0.0], [0.0, 0.0, 0.0], [0.0, 0.0, 0.0], [0.0, -0.1, 0.0], [0.0, 0.0, 0.0], [0.0, 0.0, 0.0], [0.0, -0.1, 0.0], [0.0, 0.0, 0.0], [0.1, 0.0, 0.0], [0.0, 0.0, 0.0], [0.0, 0.0, 0.0], [0.0, 0.0, 0.0], [-0.1, 0.0, 0.0], [0.0, 0.0, 0.1], [0.0, -0.2, 0.2], [0.0, 0.2, -0.3], [0.0, 0.0, 0.0], [0.0, 0.0, 0.0], [0.2, 0.0, 0.0], [-0.1, 0.0, 0.0], [0.0, 0.0, 0.0], [-0.1, 0.1, -0.1], [0.0, 0.1, -0.1], [-0.8, 0.8, -1.1], [0.0, 0.0, 0.0], [0.0, 0.0, 0.0], [0.0, 0.0, 0.0], [0.0, 0.0, 0.0], [0.0, 0.1, 0.0], [0.0, 0.0, 0.1], [0.1, 0.0, 0.1], [0.1, -0.1, -0.1], [-0.3, -0.4, -0.2], [0.1, 0.0, -0.1], [0.2, -0.5, -0.3], [0.0, 0.0, -0.5], [0.1, -0.1, 0.1], [0.0, 0.0, 0.0], [0.0, 0.0, 0.0], [0.0, 0.0, 0.0], [0.0, 0.0, 0.0], [0.0, 0.0, 0.0]], "spin_multiplicity": 3, "e_above_lowest_kcal_mol": 17.8, "s2": 2.030, "charge": -1, "homo_ev": [-2.318, -5.455]}

- Which formula does entry 2 have?
  C36H30Cl2N11O9Pb